Record 1
{"formula": "C3H8O3", "method": "ωB97M-V/def2-TZVPD", "symbols": ["O", "C", "C", "C", "O", "H", "H", "H", "H", "H", "H", "H", "H", "O"], "positions_angstrom": [[-0.94122, -1.73559, -0.16419], [-0.96592, -0.74836, 0.65190], [0.26476, -0.23347, 1.34720], [0.49792, 1.27094, 1.25718], [0.81392, 1.70380, -0.07779], [-1.91639, -0.28044, 1.02647], [0.13142, -0.37965, 2.43100], [1.17328, -0.74872, 1.04004], [-0.39040, 1.79914, 1.62008], [1.36793, 1.56177, 1.85900], [0.64415, 0.96545, -0.66616], [-0.67047, -0.69817, -2.13011], [0.10240, -0.35018, -3.43815], [0.17609, -0.40206, -2.50466]], "mulliken_charge": [-0.767, -0.389, -0.661, -0.460, -0.398, 0.230, 0.283, 0.371, 0.252, 0.326, 0.262, 0.323, 0.260, -0.631], "total_charge": -1, "total_energy_ev": -9381.8866, "gap_ev": [3.72, 7.28], "multiplicity": 2, "fmax_ev_per_a": 1.21, "de_lowest_kj_mol": 0.00}

---

Record 2
{"formula": "C6H12N2S", "method": "ωB97M-V/def2-TZVPD", "symbols": ["C", "C", "C", "C", "C", "C", "N", "N", "S", "H", "H", "H", "H", "H", "H", "H", "H", "H", "H", "H", "H"], "positions_angstrom": [[-3.05856, -2.49921, -0.96695], [-3.02608, -1.53699, -1.83938], [-0.74172, 0.35515, -1.26433], [0.42821, 0.79776, 1.08709], [2.85605, 1.52438, 0.54396], [1.66497, 1.63137, 1.53709], [-0.31349, -0.72948, -0.56608], [0.63624, -0.48825, 0.60039], [-0.20473, 1.73739, -0.41831], [-2.01035, -2.91635, -0.77364], [-3.82982, -2.65105, -0.27487], [-2.02429, -1.15682, -2.21493], [-3.89234, -0.88271, -1.95759], [-0.39952, 0.74121, 1.73602], [3.49152, 0.58954, 0.43641], [3.72321, 2.35034, 0.67524], [2.55350, 1.70126, -0.50115], [1.17923, 2.57385, 1.80711], [2.17135, 1.30235, 2.48877], [-0.80496, -1.61599, -0.55851], [1.60159, -0.82774, 0.42365]], "mulliken_charge": [-0.574, -0.281, -0.353, -0.246, -1.016, -0.454, 0.127, -0.457, -0.075, 0.241, 0.252, 0.287, 0.242, 0.422, 0.289, 0.283, 0.324, 0.357, 0.268, 0.082, 0.283], "total_energy_ev": -20227.1473, "gap_ev": 9.44, "fmax_ev_per_a": 3.50, "de_lowest_kj_mol": 484.18}

---

Record 3
{"formula": "C8H15GaO8PTe", "method": "ωB97M-V/def2-TZVPD", "symbols": ["Ga", "O", "C", "O", "C", "O", "C", "C", "O", "O", "H", "H", "H", "H", "H", "C", "C", "O", "P", "O", "Te", "O", "C", "C", "H", "H", "H", "H", "H", "H", "H", "H", "H", "H"], "positions_angstrom": [[-0.54339, -0.69764, -0.78206], [-3.77733, -2.94627, -0.30899], [-2.71095, -2.27744, -0.74679], [-1.97520, -1.61239, 0.07032], [-2.45401, -2.41151, -2.16896], [-1.19875, -1.72247, -2.48011], [-1.47583, -0.67277, -3.47611], [-1.41454, 0.71949, -2.90186], [-1.81481, 1.68094, -3.55645], [-0.87846, 0.84919, -1.66698], [-3.78495, -2.74984, 0.64286], [-2.38066, -3.46774, -2.49755], [-3.25964, -1.95306, -2.75053], [-0.76497, -0.79499, -4.29542], [-2.45835, -0.82326, -3.93215], [3.52523, 2.45007, -0.60444], [2.45383, 2.27721, 0.43782], [1.82161, 0.98212, 0.17404], [1.76280, -0.38339, 0.94830], [1.02142, -1.27084, -0.10062], [3.92496, -0.93348, 1.81756], [0.71610, -0.28879, 2.11677], [0.61495, 0.66270, 3.20508], [-0.48687, 0.13940, 4.10753], [4.05740, 3.39683, -0.41219], [3.08354, 2.48801, -1.61072], [4.25976, 1.63063, -0.55183], [1.64244, 3.01984, 0.29597], [2.82334, 2.27669, 1.47932], [0.37035, 1.64346, 2.77610], [1.59417, 0.70207, 3.71862], [-1.48364, 0.19558, 3.64395], [-0.52893, 0.79151, 4.99795], [-0.28061, -0.89986, 4.41156]], "mulliken_charge": [0.430, -0.383, 0.543, -0.291, -0.210, -0.357, -0.348, 0.588, -0.546, -0.235, 0.412, 0.398, 0.369, 0.387, 0.324, -1.136, -0.209, -0.006, -0.125, -0.130, -0.162, -0.067, -0.099, -1.236, 0.381, 0.299, 0.260, 0.257, 0.344, 0.248, 0.332, 0.267, 0.385, 0.315], "total_charge": 1, "total_energy_ev": -93873.3474, "gap_ev": 4.67, "fmax_ev_per_a": 4.15, "de_lowest_kj_mol": 0.00}

---

Record 4
{"formula": "C24H53FN3O9", "method": "ωB97M-V/def2-TZVPD", "symbols": ["N", "C", "C", "N", "C", "C", "C", "F", "C", "N", "H", "H", "H", "H", "H", "H", "H", "H", "H", "H", "H", "C", "O", "C", "C", "O", "C", "C", "O", "C", "H", "H", "H", "H", "H", "H", "H", "H", "H", "H", "H", "H", "H", "H", "C", "O", "C", "C", "O", "C", "C", "O", "C", "H", "H", "H", "H", "H", "H", "H", "H", "H", "H", "H", "H", "H", "H", "C", "O", "C", "C", "O", "C", "C", "O", "C", "H", "H", "H", "H", "H", "H", "H", "H", "H", "H", "H", "H", "H", "H"], "positions_angstrom": [[2.21796, 1.51955, -0.05164], [2.84340, 0.44835, -0.67824], [4.07927, -0.10507, -0.49787], [4.17568, -1.13121, -1.40039], [5.37019, -1.98509, -1.48456], [5.44173, -2.95815, -0.29687], [5.44511, -4.39907, -0.73648], [4.14364, -4.70384, -1.14691], [3.06057, -1.24861, -2.09553], [2.24719, -0.26796, -1.66597], [1.55151, 1.21673, 0.65488], [2.93344, 2.02756, 0.45392], [4.87277, 0.15207, 0.17196], [5.30191, -2.53605, -2.41599], [6.24006, -1.34515, -1.54395], [4.54719, -2.82623, 0.30563], [6.28370, -2.72427, 0.34636], [6.08719, -4.58799, -1.59090], [5.68840, -5.05877, 0.08764], [2.86644, -1.98642, -2.84668], [1.30706, -0.12291, -2.00610], [-0.81285, 5.40596, -2.67654], [-0.99452, 4.94468, -1.35420], [0.08181, 4.20456, -0.82008], [0.45284, 4.64660, 0.58155], [1.01540, 5.93672, 0.69333], [0.18813, 7.07821, 0.51770], [-0.83197, 7.32266, 1.60732], [-1.86881, 6.35663, 1.60712], [-2.19749, 5.83321, 2.87509], [-1.08549, 4.63391, -3.40401], [-1.46222, 6.26868, -2.81753], [0.22021, 5.71982, -2.85602], [0.96702, 4.27153, -1.46249], [-0.21953, 3.14893, -0.76759], [1.25006, 3.97401, 0.91340], [-0.38165, 4.50868, 1.27234], [-0.27984, 7.08246, -0.46774], [0.88065, 7.92259, 0.54430], [-1.28080, 8.30618, 1.42159], [-0.32932, 7.35826, 2.57932], [-1.30692, 5.68297, 3.49432], [-2.67507, 4.86539, 2.71873], [-2.89813, 6.48660, 3.40448], [-0.90578, -3.54055, 2.84991], [-0.64696, -2.41005, 3.65625], [0.45401, -1.62531, 3.26217], [0.15209, -0.13843, 3.25772], [-0.77670, 0.30537, 2.27910], [-2.14067, -0.08933, 2.40386], [-2.88993, 0.48815, 3.58445], [-2.44965, -0.03980, 4.82038], [-2.24482, 0.91635, 5.84065], [-0.28948, -4.39177, 3.15576], [-1.95580, -3.80115, 2.97423], [-0.72615, -3.32931, 1.78969], [0.80788, -1.92232, 2.26622], [1.27226, -1.79372, 3.97586], [1.09234, 0.35976, 2.99338], [-0.11762, 0.21943, 4.25161], [-2.24320, -1.17395, 2.36167], [-2.62068, 0.30947, 1.50671], [-3.94750, 0.22622, 3.45638], [-2.80881, 1.58027, 3.57217], [-1.80265, 1.83797, 5.44815], [-1.55444, 0.48398, 6.56436], [-3.18194, 1.15537, 6.35187], [-0.55710, -5.42616, -1.21968], [-1.59499, -4.55326, -1.61310], [-1.42420, -3.20425, -1.24262], [-1.73194, -2.23287, -2.36612], [-0.84329, -2.25091, -3.47524], [-0.84573, -3.39582, -4.32614], [-2.11285, -3.63367, -5.11908], [-3.19631, -4.03593, -4.30611], [-4.42070, -3.38025, -4.57120], [-0.70166, -5.77195, -0.19127], [-0.57768, -6.28592, -1.88774], [0.42607, -4.94876, -1.30190], [-0.40204, -3.02663, -0.88195], [-2.11519, -2.98104, -0.41844], [-1.61989, -1.22971, -1.94177], [-2.76909, -2.31369, -2.69064], [-0.54723, -4.29233, -3.78138], [-0.05744, -3.19240, -5.05608], [-1.90093, -4.44069, -5.83164], [-2.36180, -2.73446, -5.69208], [-4.27043, -2.32051, -4.80045], [-5.03527, -3.45509, -3.67473], [-4.95204, -3.85704, -5.39989]], "mulliken_charge": [-0.187, -0.061, -0.440, 0.087, -0.883, -0.418, -0.540, -0.266, -0.128, 0.119, 0.049, 0.303, 0.513, 0.428, 0.386, 0.277, 0.450, 0.323, 0.326, 0.482, 0.176, -0.782, -0.300, -0.358, -0.076, -0.474, -0.291, -0.518, -0.320, -0.734, 0.308, 0.252, 0.353, 0.285, 0.313, 0.215, 0.053, 0.094, 0.402, 0.394, 0.320, 0.364, 0.162, 0.340, -0.456, -0.328, -0.517, -0.341, -0.226, -0.233, -0.507, -0.325, -0.793, 0.332, 0.334, -0.012, 0.203, 0.419, 0.422, 0.108, 0.014, 0.403, 0.412, 0.224, 0.362, 0.247, 0.301, -0.697, -0.346, -0.178, -0.324, -0.465, -0.264, -0.600, -0.298, -0.820, 0.289, 0.274, 0.266, 0.114, 0.327, 0.428, 0.036, 0.129, 0.411, 0.408, 0.340, 0.390, 0.241, 0.298], "total_charge": 1, "total_energy_ev": -51351.3439, "gap_ev": 8.19, "fmax_ev_per_a": 1.16}

---

Which formula does entry 2 have?
C6H12N2S